1.
Formula: C27H76N5O11
Source: the Open Molecules 2025 dataset
Level of theory: ωB97M-V/def2-TZVPD

The value obtained for the total energy is -2174.57995 a.u. Its energy above the lowest of the compared OMol25 structures with the same formula, charge and spin is 3.743 eV.

The geometry in ORCA input format:
```
! wB97M-V def2-TZVPD RIJCOSX def2/J DEFGRID3
* xyz 1 1
N -2.604 45.047 45.087
H -1.599 44.715 45.293
H -2.728 45.485 45.967
H -3.170 44.201 45.112
H -2.816 45.376 44.334
C -5.272 43.538 42.362
O -4.370 43.075 43.247
H -6.278 43.520 42.720
H -5.188 43.167 41.405
H -5.202 44.513 42.231
H -4.339 42.094 43.223
C -0.508 42.627 43.629
O -1.510 42.380 44.566
H 0.487 43.004 44.037
H -0.896 43.491 43.120
H -0.325 41.683 43.077
H -1.074 41.532 44.830
C 1.650 45.843 46.650
O 0.915 44.697 46.526
H 2.262 45.984 45.738
H 2.316 45.450 47.453
H 1.292 46.779 47.235
H 1.448 44.029 46.207
C -0.493 46.909 42.871
O -1.868 46.834 42.450
C -2.205 48.051 41.955
C -3.631 47.975 41.375
N -4.224 49.302 41.274
C -5.457 49.312 40.551
C -5.634 50.588 39.807
O -6.999 50.704 39.255
C -7.262 51.978 38.758
H -0.113 45.854 43.105
H -0.751 47.388 43.803
H 0.116 47.009 41.801
H -1.596 48.319 41.195
H -2.144 48.760 42.568
H -4.316 47.481 42.039
H -3.731 47.101 40.680
H -3.445 49.695 40.718
H -6.260 49.311 41.428
H -5.448 48.359 39.907
H -5.088 50.756 39.165
H -5.724 51.332 40.668
H -7.699 52.633 39.628
H -8.204 52.093 38.013
H -6.488 52.564 38.363
C -1.795 47.623 48.482
O -2.121 47.255 47.126
C -2.131 48.214 46.095
C -0.776 48.987 45.944
N -0.980 49.967 44.954
C 0.273 50.399 44.343
C 0.026 51.126 42.992
O 1.027 51.979 42.583
C 1.052 53.276 42.784
H -2.358 47.128 49.159
H -2.169 48.657 48.715
H -0.608 47.549 48.629
H -2.866 48.826 46.563
H -2.671 47.956 45.227
H -0.034 48.361 45.882
H -0.660 49.484 46.856
H -1.495 50.862 45.373
H 0.721 49.506 44.076
H 1.090 50.921 44.925
H -1.013 51.367 43.217
H -0.073 50.410 42.225
H 1.793 53.676 42.148
H 1.256 53.489 43.805
H 0.118 53.732 42.667
C -8.914 45.395 42.945
O -7.912 46.436 42.699
C -7.345 46.946 43.914
C -6.115 46.141 44.443
N -5.404 46.757 45.593
C -6.237 46.627 46.735
C -5.444 46.928 47.942
O -6.166 46.659 49.120
C -5.524 46.898 50.262
H -8.497 44.914 43.681
H -8.911 44.672 42.099
H -9.923 45.537 43.176
H -8.173 47.008 44.734
H -6.951 47.800 43.763
H -5.408 46.137 43.637
H -6.349 44.943 44.519
H -5.039 47.720 45.355
H -6.608 45.458 46.727
H -7.174 47.148 46.830
H -5.349 47.870 48.190
H -4.587 46.301 48.051
H -4.707 46.440 50.363
H -6.321 46.820 50.938
H -5.138 47.856 50.360
C -5.526 42.666 46.972
O -4.179 43.033 47.202
C -3.703 43.045 48.449
C -2.294 43.438 48.356
N -1.659 43.591 49.682
C -0.289 44.154 49.593
C 0.313 44.675 50.991
O 1.454 45.446 50.745
C 2.148 46.098 51.737
H -5.592 41.633 47.320
H -5.794 42.618 46.094
H -6.280 43.152 47.744
H -3.700 42.195 49.038
H -4.006 43.941 48.860
H -2.243 44.434 47.830
H -1.791 42.546 48.030
H -1.535 42.785 50.393
H -0.398 44.932 48.956
H 0.339 43.374 49.145
H 0.535 43.834 51.491
H -0.362 45.012 51.707
H 3.068 46.320 51.252
H 2.571 45.463 52.322
H 1.358 46.971 52.109
*
```

2.
Formula: C27H78N12O9
Source: the Open Molecules 2025 dataset
Level of theory: ωB97M-V/def2-TZVPD

The value obtained for the total energy is -2409.68669 a.u. Its energy above the lowest of the compared OMol25 structures with the same formula, charge and spin is 1.717 eV. As for the SMILES: COC[C@H](C)N.COC[C@H](C)N.COC[C@H](C)N.COC[C@H](C)N.COC[C@H](C)N.COC[C@H](C)N.NC(N)=O.NC(N)=O.NC(N)=O.

The geometry in ORCA input format:
```
! wB97M-V def2-TZVPD RIJCOSX def2/J DEFGRID3
* xyz 0 1
C 4.477 -2.003 -1.445
C 3.581 -3.209 -1.771
C 3.032 -3.268 -3.255
O 1.886 -4.075 -3.132
C 1.375 -4.638 -4.336
N 4.298 -4.445 -1.511
H 5.346 -1.879 -2.097
H 4.922 -2.257 -0.480
H 3.889 -1.088 -1.459
H 2.670 -3.124 -1.173
H 3.797 -3.621 -3.954
H 2.715 -2.273 -3.599
H 0.291 -4.527 -4.377
H 1.652 -5.693 -4.304
H 1.786 -4.143 -5.219
H 5.248 -4.375 -1.855
H 3.766 -5.116 -2.060
C -6.769 2.350 -3.719
C -5.358 2.676 -4.174
C -4.692 3.699 -3.261
O -3.334 3.920 -3.628
C -2.440 4.046 -2.555
N -4.547 1.429 -4.034
H -7.164 1.612 -4.420
H -7.369 3.258 -3.807
H -6.783 1.898 -2.731
H -5.326 3.057 -5.197
H -4.780 3.517 -2.189
H -5.177 4.637 -3.564
H -1.584 4.657 -2.823
H -2.191 3.078 -2.113
H -2.975 4.534 -1.725
H -4.566 0.970 -4.946
H -3.543 1.603 -3.992
C -2.026 1.657 0.107
C -0.919 1.063 -0.771
C 0.157 0.339 0.026
O -0.221 -0.880 0.646
C 0.843 -1.463 1.405
N -1.637 0.116 -1.692
H -2.512 0.828 0.620
H -2.815 2.136 -0.468
H -1.551 2.406 0.749
H -0.377 1.692 -1.482
H 0.481 1.033 0.809
H 0.941 0.095 -0.703
H 1.421 -2.186 0.824
H 0.357 -1.983 2.229
H 1.426 -0.621 1.778
H -2.478 0.583 -2.006
H -1.895 -0.660 -1.093
C 3.902 2.839 -3.547
C 3.351 3.446 -2.255
C 3.647 2.594 -1.017
O 5.071 2.456 -0.886
C 5.416 1.321 -0.136
N 3.957 4.783 -2.050
H 3.830 3.608 -4.315
H 3.341 1.949 -3.840
H 4.951 2.534 -3.551
H 2.289 3.563 -2.474
H 3.218 1.589 -1.097
H 3.373 3.099 -0.085
H 4.645 1.121 0.619
H 6.300 1.360 0.506
H 5.550 0.440 -0.767
H 4.944 4.594 -1.889
H 3.617 5.157 -1.169
C -4.586 -2.797 4.429
C -4.785 -1.444 3.787
C -3.514 -0.886 3.148
O -2.623 -0.508 4.186
C -1.432 0.109 3.706
N -5.808 -1.614 2.720
H -4.472 -3.527 3.629
H -5.488 -3.044 4.995
H -3.770 -2.698 5.144
H -5.195 -0.706 4.480
H -3.829 0.032 2.632
H -3.059 -1.504 2.369
H -1.081 -0.430 2.828
H -0.659 0.017 4.470
H -1.659 1.172 3.587
H -6.645 -1.916 3.222
H -6.215 -0.786 2.290
C -0.563 2.220 7.171
C 0.678 3.079 6.842
C 1.844 2.251 6.358
O 1.484 1.473 5.220
C 2.575 0.902 4.544
N 0.274 4.037 5.817
H -1.403 2.820 7.514
H -0.385 1.388 7.862
H -0.846 1.655 6.277
H 1.021 3.457 7.811
H 2.128 1.505 7.112
H 2.728 2.863 6.157
H 2.231 0.685 3.534
H 2.959 0.013 5.054
H 3.445 1.565 4.465
H -0.627 4.450 6.022
H 0.095 3.440 5.012
C 3.129 -4.311 3.192
O 2.375 -3.556 3.802
N 3.455 -5.546 3.682
N 3.732 -4.036 1.989
H 3.030 -5.741 4.572
H 3.891 -6.200 3.065
H 3.931 -4.798 1.369
H 3.488 -3.155 1.568
C -1.373 -3.966 -1.363
O -1.787 -4.762 -2.215
N -0.886 -2.738 -1.632
N -1.387 -4.309 -0.049
H -0.645 -2.124 -0.872
H -0.678 -2.526 -2.588
H -0.858 -3.785 0.625
H -1.653 -5.246 0.190
C -0.778 1.455 -5.885
O -0.572 2.639 -5.634
N -0.919 0.548 -4.886
N -1.022 0.979 -7.147
H -0.915 -0.431 -5.104
H -0.893 0.877 -3.938
H -0.960 0.009 -7.385
H -1.256 1.633 -7.869
*
```

Number 1: E_LUMO -1.90 eV, molar mass 646.93 u. Number 2: E_LUMO 0.32 eV, molar mass 715.00 u.